# 1
The following is a quantum chemistry calculation of C9H18BiClIN2OP as an isolated structure at a distorted geometry, from OMol25.

Values from the calculation:
Spin multiplicity ... 1
Energy relative to the best compared isomer or geometry (same formula, charge and spin) ... 41.0 kcal/mol
LUMO level (alpha / beta) ... -10.9 / -10.0 eV
Gap between HOMO and LUMO (alpha / beta) ... 4.10 / 5.07 eV
Net charge ... +2

XYZ file:
```
34
C9H18BiClIN2OP ωB97M-V with the def2-TZVPD basis set
C 0.444 -1.502 -0.339
I 1.292 2.397 -0.537
H -0.277 -2.312 -0.482
H 1.073 -1.708 0.525
H 1.044 -1.410 -1.243
Bi -1.170 0.107 0.327
P -0.290 0.421 -2.525
C 1.285 0.831 -3.406
C -0.833 -1.003 -3.573
H -2.417 1.564 -2.680
H -1.512 1.632 -4.237
H -1.048 2.720 -2.868
C -1.426 1.721 -3.140
H -1.765 -1.427 -3.165
H -0.997 -0.614 -4.592
H 1.063 0.982 -4.475
H 2.018 0.020 -3.272
H -0.061 -1.793 -3.594
H 1.733 1.756 -2.998
C 2.457 0.221 -0.196
O 3.608 0.215 -0.290
Cl -3.237 -1.034 -0.467
C 1.443 1.284 3.448
C 0.526 0.150 3.665
N -0.305 -0.450 2.812
C -0.913 -1.501 3.538
C -0.443 -1.478 4.820
N 0.460 -0.437 4.884
H 1.156 2.108 4.119
H 2.471 0.971 3.696
H 1.381 1.607 2.401
H -1.627 -2.169 3.096
H -0.697 -2.106 5.653
H 0.991 -0.138 5.698
```



# 2
The following is a quantum chemistry calculation of H2O2Tl as an isolated structure at a distorted geometry, from OMol25.

Values from the calculation:
Spin multiplicity ... 1
Energy relative to the best compared isomer or geometry (same formula, charge and spin) ... 0.0 kcal/mol
LUMO level ... -9.0 eV
Gap between HOMO and LUMO ... 8.36 eV
Net charge ... +1

XYZ file:
```
5
H2O2Tl ωB97M-V with the def2-TZVPD basis set
Tl -0.137 -0.795 0.047
O -0.401 0.548 1.535
H -0.589 0.711 2.479
O 0.152 -0.487 -2.094
H 0.975 0.023 -1.967
```



# 3
The following is a quantum chemistry calculation of C18H28FIO8S as an isolated structure at a distorted geometry, from OMol25.

Values from the calculation:
Spin multiplicity ... 1
LUMO level ... -0.1 eV
Gap between HOMO and LUMO ... 8.98 eV

XYZ file:
```
57
C18H28FIO8S ωB97M-V with the def2-TZVPD basis set
C 2.413 -2.940 -2.046
C 1.631 -2.926 -0.589
C 0.923 -1.448 -0.421
O 1.438 -0.649 0.703
C 2.342 0.442 0.211
C 1.537 1.750 -0.363
I 1.396 2.984 1.491
O 0.115 1.652 -0.726
C -0.136 2.932 -1.412
O -1.320 3.335 -1.881
O 1.103 3.719 -1.579
C 2.278 2.808 -1.371
S 3.599 3.882 -0.510
C 3.032 2.281 -2.726
F 2.742 3.314 -3.791
C 2.490 0.854 -3.320
C 0.958 0.875 -3.902
H 2.160 -3.999 -2.533
H 3.579 -2.854 -1.926
H 1.960 -2.145 -2.804
H 2.334 -3.173 0.324
H 0.752 -3.725 -0.688
H 0.890 -0.825 -1.439
H -0.224 -1.667 -0.172
H 3.192 0.036 -0.503
H 2.914 0.812 1.191
H 4.299 4.492 -1.575
H 4.194 2.337 -2.553
H 3.193 0.593 -4.249
H 2.575 -0.058 -2.592
H 0.914 0.039 -4.753
H 0.205 0.500 -3.068
H 0.633 1.878 -4.415
O 1.017 2.630 4.678
C 0.041 1.970 4.994
O -0.913 2.382 5.880
C -1.843 1.321 6.093
C -1.719 0.434 4.882
C -0.265 0.585 4.510
H -1.575 0.801 7.019
H -2.852 1.731 6.197
H -2.016 -0.601 5.074
H -2.348 0.822 4.072
H 0.368 -0.128 5.044
H -0.117 0.503 3.431
O -2.972 -2.590 1.748
C -3.352 -2.529 0.590
O -2.863 -3.303 -0.423
C -3.452 -2.890 -1.655
C -4.728 -2.188 -1.270
C -4.378 -1.573 0.061
H -2.751 -2.225 -2.171
H -3.641 -3.764 -2.285
H -5.060 -1.460 -2.015
H -5.530 -2.924 -1.134
H -3.921 -0.586 -0.054
H -5.247 -1.523 0.721
```



# 4
The following is a quantum chemistry calculation of C22H35FeNO3P2S as an isolated structure at a distorted geometry, from OMol25.

Values from the calculation:
Expectation value of S² ... 6.042
Spin multiplicity ... 5
Energy relative to the best compared isomer or geometry (same formula, charge and spin) ... 0.0 kcal/mol
LUMO level (alpha / beta) ... 0.0 / -0.8 eV
Gap between HOMO and LUMO (alpha / beta) ... 7.07 / 7.67 eV

XYZ file:
```
65
C22H35FeNO3P2S ωB97M-V with the def2-TZVPD basis set
P -0.058 -1.598 -3.817
P 0.127 1.508 -3.694
C -0.378 -0.656 -5.389
C 0.353 0.682 -5.358
H -1.468 -0.524 -5.472
H -0.044 -1.285 -6.226
H 1.437 0.563 -5.512
H -0.026 1.374 -6.123
C -1.574 2.173 -4.033
H -1.821 2.924 -3.264
H -2.304 1.350 -3.995
H -1.614 2.645 -5.027
C 1.173 2.964 -4.097
H 0.812 3.478 -4.997
H 2.197 2.609 -4.272
H 1.167 3.662 -3.253
C -1.095 -3.045 -4.230
H -1.009 -3.788 -3.428
H -0.789 -3.493 -5.184
H -2.137 -2.706 -4.305
C 1.644 -2.186 -4.247
H 2.357 -1.346 -4.190
H 1.660 -2.602 -5.269
H 1.940 -2.970 -3.529
Fe -0.051 -0.341 1.730
C 0.746 1.308 0.418
C -0.635 1.278 0.299
C -1.476 0.625 -0.751
C -1.891 -0.845 -0.490
C -0.841 -1.684 0.146
C 0.540 -1.583 -0.014
C 1.277 -0.721 -0.986
C 1.755 0.646 -0.454
C 0.338 -2.039 2.805
H 1.171 2.013 1.138
H -1.211 1.961 0.935
H -0.972 0.690 -1.736
H -2.420 1.199 -0.818
H -2.765 -0.851 0.181
H -2.256 -1.276 -1.440
H -1.213 -2.552 0.687
H 1.153 -2.371 0.430
H 0.642 -0.533 -1.874
H 2.173 -1.270 -1.328
H 2.667 0.492 0.143
H 2.065 1.250 -1.324
H 1.420 -2.005 3.053
H 0.078 -2.974 2.285
H -0.270 -1.900 3.720
O 2.598 2.533 5.956
S 2.089 1.232 5.593
O 2.924 0.067 5.752
N 1.281 1.235 4.137
C -0.033 1.030 4.245
O -0.775 0.814 3.222
C -0.497 0.932 5.656
C -1.767 0.633 6.165
C -1.872 0.257 7.510
C -0.741 0.232 8.345
C 0.514 0.609 7.844
C 0.595 0.919 6.494
H -2.615 0.727 5.489
H -2.848 -0.013 7.912
H -0.828 -0.094 9.378
H 1.406 0.640 8.456
```



# 5
The following is a quantum chemistry calculation of a 7-piece molecular cluster, C21H63N6O6 overall at a distorted geometry, from OMol25.

Values from the calculation:
Spin multiplicity ... 1
Energy relative to the best compared isomer or geometry (same formula, charge and spin) ... 13.7 kcal/mol
LUMO level ... -2.0 eV
Gap between HOMO and LUMO ... 9.59 eV
Net charge ... +1

XYZ file:
```
96
C21H63N6O6 ωB97M-V with the def2-TZVPD basis set
N 0.391 0.347 0.298
H 0.113 0.422 -0.569
H 0.513 1.205 0.441
H 1.376 -0.177 0.221
H -0.187 -0.011 1.059
C 2.281 4.999 -0.432
C 1.874 3.573 0.200
C 2.805 3.113 1.320
O 4.202 2.891 0.806
C 5.147 2.468 1.848
N 0.538 3.750 0.696
H 1.914 5.712 0.200
H 1.841 5.185 -1.450
H 3.341 4.997 -0.852
H 1.858 3.021 -0.815
H 2.335 2.177 1.765
H 2.862 4.010 2.103
H 4.835 1.412 2.268
H 5.330 3.210 2.561
H 6.168 2.392 1.453
H -0.340 3.718 0.115
H 0.396 4.675 1.305
C -3.325 2.453 -1.039
C -3.025 2.314 0.431
C -4.181 2.614 1.299
O -4.534 4.053 1.368
C -5.897 4.326 1.031
N -2.650 0.861 0.772
H -2.620 2.053 -1.856
H -3.591 3.532 -1.213
H -4.338 1.903 -1.186
H -2.302 3.003 0.586
H -4.114 2.336 2.293
H -5.054 2.265 0.937
H -6.505 4.186 2.021
H -6.075 3.706 0.154
H -5.940 5.324 0.652
H -3.419 0.187 0.878
H -2.312 0.732 1.720
C 1.575 -3.027 0.795
C 1.380 -3.519 -0.588
C 0.771 -4.859 -0.876
O 1.702 -5.860 -0.283
C 1.181 -7.114 -0.329
N 0.505 -2.501 -1.133
H 0.655 -2.651 1.225
H 2.270 -2.093 0.875
H 1.738 -3.791 1.581
H 2.494 -3.472 -0.887
H 0.658 -4.962 -1.814
H -0.221 -5.019 -0.557
H 0.541 -7.347 0.540
H 2.234 -7.680 -0.201
H 0.737 -7.470 -1.352
H -0.510 -2.820 -1.253
H 0.774 -2.486 -2.049
C 4.808 1.486 -2.372
C 3.602 0.752 -2.100
C 3.679 -0.644 -2.711
O 3.752 -0.515 -4.083
C 4.560 -1.485 -4.645
N 3.585 0.636 -0.642
H 5.184 1.549 -3.414
H 5.730 0.889 -2.107
H 4.834 2.648 -2.040
H 2.664 1.356 -2.425
H 2.841 -1.320 -2.379
H 4.515 -1.306 -2.251
H 5.444 -1.538 -4.067
H 4.523 -1.258 -5.776
H 4.058 -2.528 -4.439
H 4.209 1.242 -0.105
H 4.290 -0.050 -0.335
C -3.687 -2.053 -1.586
C -3.210 -2.258 -0.060
C -4.288 -2.535 0.951
O -4.935 -1.214 1.001
C -6.251 -1.254 1.664
N -2.309 -3.338 -0.167
H -4.459 -2.740 -2.024
H -2.876 -1.777 -2.420
H -4.057 -1.311 -1.515
H -2.415 -1.408 0.351
H -3.919 -2.972 1.750
H -4.907 -3.473 0.685
H -6.955 -1.975 1.216
H -6.631 -0.289 1.561
H -6.125 -1.552 2.656
H -2.785 -4.291 -0.504
H -2.132 -3.401 0.848
C 0.570 1.267 4.098
O -0.322 0.297 3.467
H 1.396 0.657 4.166
H 0.165 1.344 4.988
H 0.643 2.099 3.501
H -0.987 -0.002 4.181
```



# 6
The following is a quantum chemistry calculation of C35H83GaNO12P2 as an isolated structure at a distorted geometry, from OMol25.

Values from the calculation:
Spin multiplicity ... 1
LUMO level ... 1.9 eV
Gap between HOMO and LUMO ... 6.05 eV
Net charge ... -1

XYZ file:
```
134
C35H83GaNO12P2 ωB97M-V with the def2-TZVPD basis set
C 4.030 -4.384 2.187
C 5.430 -3.576 1.915
C 5.642 -3.066 0.366
C 6.973 -2.103 0.356
C 6.825 -0.735 -0.536
C 5.492 0.164 -0.217
C 5.584 1.048 1.179
C 4.486 0.436 2.276
C 4.279 1.382 3.597
C 3.137 2.547 3.455
C 1.784 2.108 2.642
C 1.848 2.501 1.018
C 0.744 1.606 0.141
C 1.075 1.629 -1.466
C 0.655 0.263 -2.272
C -0.845 -0.314 -1.868
Ga -0.825 -2.156 -0.928
C -1.758 -3.501 -2.240
P 1.332 -3.014 -0.505
N 1.883 -2.162 0.759
P -1.907 -2.096 1.196
O -0.806 -2.400 2.321
O -2.631 -0.551 1.549
O -3.067 -3.439 1.281
H 3.478 -4.533 1.165
H 3.364 -3.829 3.005
H 4.273 -5.461 2.637
H 6.334 -4.297 2.164
H 5.501 -2.693 2.699
H 5.902 -4.031 -0.283
H 4.691 -2.593 -0.130
H 7.339 -1.886 1.470
H 7.849 -2.742 -0.133
H 7.764 -0.049 -0.270
H 6.898 -0.935 -1.705
H 5.417 0.968 -1.095
H 4.480 -0.423 -0.234
H 5.216 2.137 0.942
H 6.671 1.118 1.624
H 3.504 0.111 1.731
H 4.989 -0.574 2.666
H 4.157 0.699 4.568
H 5.315 1.950 3.765
H 3.582 3.573 3.037
H 2.788 2.809 4.566
H 0.818 2.589 3.104
H 1.608 0.927 2.650
H 1.515 3.641 0.952
H 2.945 2.383 0.599
H 0.719 0.502 0.588
H -0.339 2.063 0.330
H 0.519 2.573 -1.930
H 2.229 1.813 -1.578
H 0.651 0.545 -3.430
H 1.479 -0.581 -2.153
H -1.419 0.535 -1.261
H -1.452 -0.435 -2.885
H -1.011 -3.799 -3.106
H -2.695 -2.962 -2.725
H -2.120 -4.475 -1.676
H 1.162 -4.397 -0.101
H 2.214 -2.935 -1.665
H 2.808 -1.717 0.485
H -3.428 -0.456 0.943
H -3.681 -3.307 2.073
C -3.581 2.579 1.017
O -4.272 3.507 0.195
C -3.385 4.237 -0.653
C -4.171 4.948 -1.758
O -4.477 4.085 -2.860
C -5.544 3.154 -2.633
C -6.923 3.812 -2.695
O -7.238 4.428 -1.443
C -8.359 5.293 -1.542
H -2.846 3.091 1.643
H -4.310 2.083 1.662
H -3.089 1.819 0.401
H -2.647 3.560 -1.102
H -2.868 4.980 -0.036
H -3.532 5.735 -2.175
H -5.069 5.434 -1.373
H -5.396 2.599 -1.703
H -5.476 2.432 -3.454
H -7.684 3.050 -2.892
H -6.942 4.561 -3.495
H -8.137 6.124 -2.219
H -8.567 5.701 -0.550
H -9.239 4.745 -1.892
C -11.839 1.814 2.127
O -12.530 2.742 1.304
C -11.643 3.471 0.456
C -12.429 4.183 -0.648
O -12.736 3.319 -1.750
C -13.802 2.389 -1.523
C -15.182 3.047 -1.586
O -15.497 3.662 -0.334
C -16.618 4.527 -0.433
H -11.105 2.325 2.753
H -12.568 1.318 2.772
H -11.348 1.054 1.511
H -10.906 2.795 0.008
H -11.127 4.214 1.074
H -11.791 4.969 -1.066
H -13.328 4.669 -0.263
H -13.654 1.834 -0.594
H -13.735 1.667 -2.344
H -15.943 2.284 -1.782
H -15.200 3.796 -2.385
H -16.395 5.359 -1.109
H -16.825 4.935 0.560
H -17.498 3.980 -0.782
C 13.985 -5.451 2.381
O 13.089 -5.684 1.305
C 11.760 -5.943 1.760
C 10.769 -5.832 0.599
O 10.388 -4.477 0.327
C 11.366 -3.691 -0.366
C 11.440 -4.025 -1.857
O 12.263 -5.175 -2.070
C 12.124 -5.695 -3.383
H 14.012 -6.311 3.054
H 14.985 -5.296 1.967
H 13.693 -4.549 2.928
H 11.486 -5.233 2.550
H 11.738 -6.962 2.163
H 9.844 -6.339 0.892
H 11.136 -6.328 -0.302
H 12.343 -3.755 0.117
H 11.025 -2.654 -0.269
H 11.893 -3.188 -2.398
H 10.432 -4.209 -2.248
H 11.099 -6.045 -3.545
H 12.801 -6.545 -3.490
H 12.387 -4.937 -4.127
```